Entry 1:
Computed, not measured: a molecular structure, C31H50B2N6O2RuSi2, with ωB97M-V/def2-TZVPD.

Output
Energy = -2414.00195 Eh
Energy relative to the best compared isomer or geometry (same formula, charge and spin) = 24.9 kcal per mole
Charge = -1
Expectation value of S² = 8.78
2S+1 = 6
HOMO energy (spin up / spin down) = -0.6 / -4.4 eV

The geometry in XYZ format:
```
94
Properties=species:S:1:pos:R:3:forces:R:3
Ru -0.140 0.355 -0.380 0.422 1.103 0.034
C -1.789 3.438 -1.598 0.009 0.008 -0.003
C -0.702 3.617 -0.593 -0.078 -0.019 -0.041
C -0.196 4.831 -0.115 -0.013 -0.032 0.023
C 0.763 4.492 0.817 0.013 0.039 0.068
C 1.608 5.403 1.647 -0.014 0.022 -0.025
N 0.820 3.151 0.886 0.058 -0.076 -0.029
N -0.077 2.605 0.013 0.185 -0.077 0.171
B 1.746 2.314 1.806 0.089 -0.017 -0.023
N 0.948 1.498 2.828 -0.034 -0.008 -0.136
N 0.044 0.583 2.407 0.017 -0.046 0.178
C -0.409 -0.026 3.491 -0.005 0.004 -0.036
C -1.451 -1.091 3.415 -0.032 -0.022 0.028
C 0.216 0.496 4.641 -0.048 0.016 -0.004
C 1.073 1.467 4.172 0.066 0.016 -0.030
C 2.010 2.352 4.928 -0.014 -0.010 0.049
N 2.659 1.382 0.963 -0.216 0.017 -0.028
N 2.154 0.386 0.188 0.026 -0.038 0.091
C 3.185 -0.232 -0.372 0.050 -0.054 0.000
C 3.015 -1.368 -1.320 0.029 -0.021 -0.010
C 4.385 0.361 0.050 -0.038 0.018 0.000
C 4.004 1.385 0.892 -0.003 0.017 0.045
C 4.862 2.357 1.633 0.042 -0.006 -0.013
H -2.198 4.414 -1.863 -0.004 -0.010 -0.006
H -1.439 2.945 -2.505 0.041 -0.009 -0.017
H -2.593 2.805 -1.221 -0.001 0.014 0.020
H -0.503 5.822 -0.406 0.004 -0.003 0.000
H 1.345 6.435 1.419 0.007 0.000 0.005
H 1.455 5.236 2.714 -0.012 -0.004 -0.003
H 2.671 5.266 1.444 -0.003 -0.009 -0.007
H 2.452 3.077 2.401 -0.004 -0.014 -0.051
H -1.501 -1.500 2.409 0.032 0.026 0.001
H -1.224 -1.904 4.108 0.006 -0.006 -0.004
H -2.439 -0.702 3.674 0.018 -0.003 0.045
H 0.059 0.207 5.668 0.002 0.005 -0.004
H 1.899 2.165 5.995 0.006 0.005 -0.002
H 3.051 2.166 4.656 -0.002 -0.009 -0.003
H 1.810 3.408 4.742 -0.011 -0.005 -0.004
H 1.978 -1.690 -1.353 -0.041 0.038 0.019
H 3.295 -1.073 -2.334 0.019 -0.003 0.011
H 3.643 -2.212 -1.026 0.004 -0.005 -0.005
H 5.389 0.083 -0.225 -0.008 0.009 -0.003
H 5.908 2.156 1.405 -0.001 0.000 0.003
H 4.641 3.386 1.349 -0.007 -0.004 -0.005
H 4.723 2.278 2.712 -0.004 -0.007 -0.002
C 0.606 -1.257 -3.952 0.113 -0.087 -0.052
Si 0.023 0.199 -2.900 -0.110 -0.184 0.031
C 0.986 1.657 -3.638 0.067 0.046 -0.086
C -1.805 0.421 -3.057 -0.312 0.018 -0.068
C -2.290 0.815 -4.315 -0.001 0.028 0.066
C -3.620 1.066 -4.596 -0.067 -0.011 0.077
C -4.580 0.926 -3.531 0.079 0.011 -0.029
C -4.158 0.541 -2.288 0.012 0.046 -0.037
C -2.796 0.254 -1.967 0.098 0.039 -0.205
Si -2.519 -0.218 -0.226 -0.066 -0.667 -0.119
C -3.039 1.081 1.047 -0.041 0.075 0.086
C -3.532 -1.728 0.292 -0.099 -0.053 0.081
H 0.100 -1.184 -4.921 0.038 -0.002 -0.018
H 0.333 -2.212 -3.507 -0.053 -0.028 0.037
H 1.686 -1.242 -4.124 -0.022 -0.017 -0.015
H 0.662 1.822 -4.673 0.050 0.040 0.007
H 2.055 1.423 -3.649 -0.008 0.030 -0.020
H 0.855 2.589 -3.085 -0.038 -0.001 0.020
H -1.574 0.941 -5.129 0.000 -0.013 0.015
H -3.931 1.360 -5.591 -0.003 0.004 0.004
H -5.633 1.119 -3.709 0.001 0.002 -0.003
H -4.914 0.452 -1.507 0.005 -0.013 0.001
H -4.094 1.305 0.844 0.013 0.027 0.029
H -2.471 2.009 1.001 0.002 0.014 -0.018
H -2.954 0.681 2.058 -0.040 0.050 -0.025
H -4.483 -1.690 -0.248 -0.031 0.029 0.041
H -3.739 -1.748 1.366 -0.004 -0.009 -0.006
H -3.040 -2.654 0.005 -0.044 0.011 -0.073
C -1.571 -4.949 -1.017 -0.021 -0.028 -0.007
C -0.397 -4.011 -0.784 -0.025 0.142 0.024
C 0.741 -4.420 -1.710 0.034 0.030 -0.035
O -0.808 -2.676 -1.152 0.105 -0.264 0.069
B -0.381 -1.768 -0.190 -0.216 -0.016 -0.064
O 0.220 -2.434 0.870 0.009 -0.098 -0.012
C 0.034 -3.856 0.718 0.043 0.116 -0.036
C 1.347 -4.532 1.075 0.014 -0.065 0.011
C -1.041 -4.275 1.712 -0.058 -0.027 0.019
H -1.811 -4.955 -2.081 -0.006 0.010 0.007
H -2.459 -4.630 -0.476 -0.011 -0.015 0.014
H -1.323 -5.969 -0.714 0.016 0.007 0.000
H 0.384 -4.372 -2.738 0.003 -0.011 -0.012
H 1.075 -5.440 -1.506 -0.014 0.003 0.008
H 1.594 -3.750 -1.622 0.001 -0.007 0.006
H 2.170 -4.132 0.487 0.004 0.012 -0.008
H 1.290 -5.611 0.914 -0.009 0.002 0.009
H 1.565 -4.353 2.129 0.001 0.012 -0.011
H -1.979 -3.752 1.524 0.019 -0.010 0.013
H -0.707 -4.014 2.717 0.000 -0.003 -0.010
H -1.227 -5.350 1.675 0.016 -0.011 -0.003
```
Forces are in eV/Å.

Entry 2:
Computed, not measured: a molecular structure, C31H50F13GaINO9P, with ωB97M-V/def2-TZVPD.

Output
Energy = -5804.85083 Eh
Charge = -1
HOMO energy = -4.3 eV

The geometry in XYZ format:
```
107
Properties=species:S:1:pos:R:3:forces:R:3
N -6.884 2.993 0.558 0.018 -1.055 -0.800
P -6.768 1.654 1.728 -0.441 0.705 0.446
O -7.992 0.457 1.276 1.409 -0.211 1.450
Ga -4.638 0.587 1.600 -1.074 -0.783 0.703
C -4.382 -0.306 3.465 -0.006 -0.509 1.505
C -2.989 0.092 4.227 0.291 -1.355 1.293
C -2.287 -1.358 4.678 -2.056 -0.520 -1.024
I -0.442 -1.124 5.831 -0.739 -0.072 -0.521
C -4.710 -1.021 0.235 4.180 -4.445 1.585
O -3.889 -2.053 0.578 -5.311 5.332 -3.039
C -5.678 -1.066 -1.086 -2.099 1.218 0.640
F -6.328 0.292 -1.210 2.047 -4.036 0.083
F -6.833 -2.007 -0.833 3.665 2.543 -1.242
C -4.917 -1.328 -2.510 -1.388 1.045 -2.794
F -6.010 -1.538 -3.532 3.287 0.502 2.944
F -4.148 -0.139 -3.021 -2.413 -3.955 2.068
C -3.978 -2.667 -2.575 2.217 0.240 -2.072
F -3.806 -2.985 -4.043 -0.494 0.823 4.336
F -2.581 -2.359 -2.093 -5.016 -1.257 -1.395
C -4.624 -4.012 -1.898 0.723 -6.615 4.887
O -4.014 -4.812 -0.999 -3.375 5.843 -6.286
O -5.993 -4.463 -2.315 3.677 1.150 0.361
C -3.208 2.002 1.123 0.026 1.957 -0.729
F -3.888 2.982 0.195 2.122 -2.183 2.016
F -2.773 2.848 2.297 -0.594 -2.235 -3.337
C -1.914 1.433 0.289 0.799 2.282 -1.586
F -2.252 0.620 -0.908 0.862 2.430 4.040
F -1.204 2.656 -0.245 -1.509 -3.636 1.343
C -0.804 0.629 1.186 3.264 -1.515 -0.116
F 0.339 0.320 0.247 -3.643 0.904 3.141
F -1.262 -0.701 1.690 1.528 5.057 -1.526
F -0.175 1.475 2.268 -2.639 -3.271 -3.702
H -6.718 2.698 -0.429 0.098 0.412 1.097
H -6.253 3.794 0.782 -0.746 -1.218 0.003
H -7.941 -0.217 2.041 -0.169 1.656 -1.725
H -5.266 -0.008 4.210 1.751 -0.548 -1.738
H -4.442 -1.486 3.379 0.183 2.340 0.024
H -2.227 0.712 3.593 -1.541 -1.172 1.388
H -3.219 0.638 5.263 0.614 -0.909 -2.452
H -2.099 -2.053 3.737 -0.123 1.654 1.971
H -3.046 -1.973 5.365 1.732 1.549 -1.384
H -6.110 -5.437 -2.079 0.880 1.848 0.066
C 1.417 -5.548 2.839 -0.558 -0.160 -0.357
C 2.521 -4.523 2.787 0.611 0.061 -0.237
C 2.265 -3.718 4.043 -0.221 0.399 0.220
O 1.678 -4.612 4.998 0.070 -0.203 -0.353
C 1.310 -5.823 4.323 0.060 -0.065 0.434
H 1.623 -6.447 2.252 -0.042 0.074 0.076
H 0.483 -5.106 2.473 0.099 -0.095 0.027
H 3.494 -5.023 2.856 -0.051 0.065 -0.041
H 2.513 -3.914 1.880 -0.005 -0.040 0.127
H 1.549 -2.910 3.858 0.100 0.040 -0.015
H 3.180 -3.286 4.457 -0.118 -0.049 0.081
H 2.012 -6.605 4.633 -0.040 -0.114 -0.034
H 0.301 -6.121 4.623 0.091 0.091 0.077
C -1.852 3.552 -4.310 -0.477 -0.284 -0.326
C -0.524 3.236 -3.673 0.279 -0.198 0.612
C 0.419 4.136 -4.441 0.268 0.042 -0.337
O -0.334 5.294 -4.829 -0.127 -0.189 0.084
C -1.724 5.034 -4.589 -0.027 0.408 0.092
H -2.711 3.310 -3.679 0.101 0.035 -0.067
H -1.952 3.001 -5.253 -0.043 0.049 0.093
H -0.540 3.528 -2.616 0.014 -0.097 -0.118
H -0.248 2.180 -3.731 0.010 0.141 -0.001
H 0.777 3.649 -5.355 0.084 -0.090 0.068
H 1.284 4.443 -3.847 -0.051 0.081 -0.082
H -2.031 5.629 -3.722 -0.111 -0.027 -0.018
H -2.313 5.350 -5.455 0.130 0.062 0.025
C 4.542 1.580 -3.102 0.405 -0.493 0.245
C 4.652 2.773 -4.016 0.116 0.633 0.037
C 3.792 2.354 -5.189 -0.204 -0.160 -0.359
O 2.769 1.495 -4.668 0.326 0.150 0.070
C 3.109 1.147 -3.319 -0.474 -0.042 0.155
H 4.765 1.806 -2.056 -0.065 -0.044 -0.108
H 5.226 0.792 -3.437 -0.051 0.076 0.063
H 4.217 3.654 -3.530 0.060 -0.051 -0.081
H 5.679 3.013 -4.304 -0.114 -0.033 -0.006
H 4.370 1.780 -5.920 0.102 0.068 -0.052
H 3.334 3.207 -5.698 -0.070 -0.125 0.023
H 2.426 1.685 -2.653 0.019 -0.082 0.083
H 2.968 0.073 -3.169 -0.079 0.107 -0.099
C 6.356 -0.213 -8.519 -0.533 0.235 -0.294
C 7.844 0.023 -8.516 0.531 -0.214 -0.309
C 8.085 0.506 -7.102 0.043 0.236 0.395
O 7.099 -0.124 -6.273 0.037 0.052 -0.373
C 6.115 -0.734 -7.119 -0.110 -0.297 0.354
H 6.022 -0.906 -9.295 0.009 0.074 0.112
H 5.829 0.739 -8.659 0.009 -0.127 -0.007
H 8.370 -0.924 -8.681 -0.010 0.119 -0.004
H 8.178 0.737 -9.273 -0.013 -0.067 0.104
H 7.945 1.590 -7.023 0.095 0.035 -0.051
H 9.086 0.256 -6.739 -0.134 0.011 0.079
H 6.259 -1.819 -7.070 -0.098 -0.014 -0.046
H 5.113 -0.498 -6.749 0.128 -0.015 0.082
C 1.834 0.518 10.384 0.401 0.419 0.297
C 0.708 -0.415 10.747 -0.073 -0.621 0.198
C -0.439 0.138 9.930 -0.360 0.219 -0.237
O 0.134 0.717 8.749 0.285 -0.055 0.491
C 1.555 0.797 8.923 -0.104 -0.024 -0.475
H 2.827 0.096 10.555 -0.087 0.060 -0.041
H 1.750 1.445 10.964 0.058 -0.078 -0.058
H 0.947 -1.432 10.415 -0.059 0.088 0.061
H 0.492 -0.447 11.818 -0.009 0.000 -0.111
H -0.965 0.933 10.470 -0.059 -0.051 0.079
H -1.163 -0.632 9.649 0.058 0.130 -0.109
H 2.014 0.037 8.280 0.109 0.033 -0.002
H 1.910 1.782 8.608 -0.124 -0.077 -0.057
```
Forces are in eV/Å.